No. 1
Here is C2H6NO4PS as an isolated structure at a distorted geometry from the Open Molecules 2025 dataset. Energies are from the ωB97M-V functional and the def2-TZVPD basis.

total charge	0
total energy	-31973.0703	eV
ΔE to the lowest compared entry with this formula, charge and spin	104.1	kcal/mol

CARTESIAN COORDINATES (ANGSTROEM)
C 0.996 0.652 -0.843
C 1.108 1.497 0.402
N 1.671 0.810 -1.845
O -0.078 -0.187 -0.931
O -0.864 -1.762 2.246
O -1.907 -1.909 -1.325
O -0.957 -2.041 0.865
P -1.901 -1.177 -0.076
S -2.945 0.356 0.524
H 0.552 1.120 1.293
H 2.125 1.792 0.621
H 0.724 2.596 0.143
H 2.627 1.329 -1.880
H -0.922 -2.625 2.670
H -0.227 -0.450 -1.863

Formally, the natural (NBO) partial charges of the atoms, in units of the elementary charge, are as follows: atom 1 (C): 0.576, atom 2 (C): -0.712, atom 3 (N): -0.713, atom 4 (O): -0.730, atom 5 (O): -0.405, atom 6 (O): -1.047, atom 7 (O): -0.552, atom 8 (P): 1.947, atom 9 (S): -0.490, atom 10 (H): 0.244, atom 11 (H): 0.237, atom 12 (H): 0.247, atom 13 (H): 0.382, atom 14 (H): 0.476, atom 15 (H): 0.539

No. 2
Here is a 2-piece molecular cluster, C31H32N2O5 overall at a distorted geometry from the Open Molecules 2025 dataset. Energies are from the ωB97M-V functional and the def2-TZVPD basis.

total charge	0
total energy	-45879.3154	eV
ΔE to the lowest compared entry with this formula, charge and spin	133.8	kcal/mol

CARTESIAN COORDINATES (ANGSTROEM)
C -5.225 -0.798 -0.502
O -4.424 -0.354 0.620
C -3.306 -1.004 1.017
C -2.422 -0.380 1.880
C -1.210 -1.003 2.269
C -0.224 -0.274 2.984
C 1.133 -0.666 3.099
C 1.931 -0.305 4.234
C 3.213 -0.770 4.374
C 3.775 -1.608 3.371
O 5.032 -2.077 3.580
C 5.570 -2.975 2.572
C 3.036 -1.920 2.204
C 1.753 -1.441 2.076
C -1.024 -2.378 1.969
C -1.878 -3.062 1.128
O -1.644 -4.371 0.868
C -2.033 -4.982 -0.384
C -3.036 -2.372 0.561
O -3.792 -2.950 -0.270
H -6.149 -0.226 -0.381
H -4.726 -0.526 -1.444
H -5.413 -1.877 -0.473
H -2.642 0.629 2.225
H -0.551 0.621 3.513
H 1.473 0.324 4.999
H 3.828 -0.522 5.239
H 6.532 -3.290 2.978
H 4.917 -3.850 2.417
H 5.715 -2.449 1.612
H 3.463 -2.540 1.411
H 1.202 -1.695 1.171
H -0.174 -2.926 2.368
H -1.982 -6.050 -0.167
H -3.044 -4.675 -0.668
H -1.314 -4.713 -1.167
C -3.887 5.004 -3.485
N -3.841 3.644 -2.983
C -5.105 3.149 -2.476
C -2.646 3.030 -2.645
C -1.745 3.631 -1.742
C -0.550 3.017 -1.452
N -0.177 1.839 -2.062
C 1.063 1.256 -1.878
C 1.901 1.529 -0.777
C 3.278 0.891 -0.710
C 4.095 1.232 0.380
C 5.376 0.700 0.517
C 5.873 -0.190 -0.445
C 5.066 -0.552 -1.529
C 3.781 -0.013 -1.660
O 1.549 2.271 0.171
C -1.064 1.230 -2.929
C -2.294 1.770 -3.195
H -2.926 5.263 -3.946
H -4.678 5.073 -4.244
H -4.117 5.727 -2.688
H -5.001 2.111 -2.136
H -5.456 3.764 -1.628
H -5.866 3.206 -3.266
H -1.978 4.562 -1.227
H 0.142 3.421 -0.727
H 1.328 0.523 -2.632
H 3.722 1.932 1.129
H 5.980 0.996 1.377
H 6.883 -0.589 -0.347
H 5.437 -1.253 -2.279
H 3.158 -0.290 -2.508
H -0.694 0.306 -3.369
H -2.965 1.263 -3.888

Formally, the natural (NBO) partial charges of the atoms, in units of the elementary charge, are as follows: atom 1 (C): -0.252, atom 2 (O): -0.508, atom 3 (C): 0.228, atom 4 (C): -0.220, atom 5 (C): -0.107, atom 6 (C): -0.033, atom 7 (C): -0.173, atom 8 (C): -0.131, atom 9 (C): -0.305, atom 10 (C): 0.432, atom 11 (O): -0.509, atom 12 (C): -0.264, atom 13 (C): -0.369, atom 14 (C): -0.068, atom 15 (C): -0.249, atom 16 (C): 0.286, atom 17 (O): -0.526, atom 18 (C): -0.263, atom 19 (C): 0.378, atom 20 (O): -0.647, atom 21 (H): 0.179, atom 22 (H): 0.165, atom 23 (H): 0.234, atom 24 (H): 0.221, atom 25 (H): 0.210, atom 26 (H): 0.215, atom 27 (H): 0.229, atom 28 (H): 0.204, atom 29 (H): 0.184, atom 30 (H): 0.192, atom 31 (H): 0.229, atom 32 (H): 0.220, atom 33 (H): 0.229, atom 34 (H): 0.185, atom 35 (H): 0.236, atom 36 (H): 0.165, atom 37 (C): -0.399, atom 38 (N): -0.475, atom 39 (C): -0.397, atom 40 (C): 0.202, atom 41 (C): -0.251, atom 42 (C): 0.031, atom 43 (N): -0.243, atom 44 (C): -0.315, atom 45 (C): 0.505, atom 46 (C): -0.154, atom 47 (C): -0.174, atom 48 (C): -0.224, atom 49 (C): -0.223, atom 50 (C): -0.247, atom 51 (C): -0.135, atom 52 (O): -0.710, atom 53 (C): 0.042, atom 54 (C): -0.242, atom 55 (H): 0.212, atom 56 (H): 0.200, atom 57 (H): 0.175, atom 58 (H): 0.214, atom 59 (H): 0.180, atom 60 (H): 0.193, atom 61 (H): 0.234, atom 62 (H): 0.276, atom 63 (H): 0.191, atom 64 (H): 0.241, atom 65 (H): 0.215, atom 66 (H): 0.211, atom 67 (H): 0.211, atom 68 (H): 0.195, atom 69 (H): 0.221, atom 70 (H): 0.238

No. 3
Here is an isolated ion of composition C3H10N2OP and charge +1 at a distorted geometry from the Open Molecules 2025 dataset. Energies are from the ωB97M-V functional and the def2-TZVPD basis.

total charge	+1
total energy	-17578.1832	eV
ΔE to the lowest compared entry with this formula, charge and spin	153.4	kcal/mol

CARTESIAN COORDINATES (ANGSTROEM)
C 1.297 -1.173 1.642
C -1.924 -0.958 1.007
C 1.073 1.703 -1.600
N 0.925 -0.061 0.688
N -2.036 0.047 0.060
O -1.088 0.097 -0.849
P 0.779 -0.066 -0.995
H 0.981 -2.115 1.332
H 2.267 -0.952 1.992
H 0.654 -1.048 2.434
H -0.956 -1.505 1.091
H -2.466 -1.871 0.748
H -2.409 -0.491 1.879
H 1.665 2.316 -0.847
H 0.218 2.365 -1.892
H 1.695 1.660 -2.506
H 0.525 0.705 1.151

Formally, the natural (NBO) partial charges of the atoms, in units of the elementary charge, are as follows: atom 1 (C): -0.403, atom 2 (C): -0.578, atom 3 (C): -0.996, atom 4 (N): -0.940, atom 5 (N): 0.300, atom 6 (O): -0.406, atom 7 (P): 1.274, atom 8 (H): 0.213, atom 9 (H): 0.236, atom 10 (H): 0.203, atom 11 (H): 0.253, atom 12 (H): 0.334, atom 13 (H): 0.284, atom 14 (H): 0.272, atom 15 (H): 0.287, atom 16 (H): 0.276, atom 17 (H): 0.392